No. 1
{
  "formula": "H4O2Rb",
  "method": "wB97M-V/def2-TZVPD",
  "spin_multiplicity": 1,
  "charge": 1,
  "homo_lumo_gap_ev": 12.3,
  "e_homo_ev": -16.176,
  "lumo_energy_ev": -3.898,
  "elements": ["O", "Rb", "H", "H", "H", "O", "H"],
  "xyz": [[-0.152, 0.268, -1.547], [0.266, 1.943, 0.708], [-0.457, -1.131, 1.203], [-0.520, 0.984, -2.034], [0.752, -1.055, 1.926], [-0.088, -0.629, 1.920], [0.199, -0.377, -2.174]],
  "forces_ev_per_a": [[0.604, -0.761, 0.994], [0.017, 0.058, 0.211], [-1.128, -0.308, -0.618], [-0.518, 0.569, -1.114], [1.466, -0.411, 0.758], [-0.296, 0.627, -0.191], [-0.145, 0.225, -0.041]],
  "lowdin_charge": [-0.1369, 1.0972, 0.0356, 0.0175, 0.0351, -0.1198, 0.0713]
}


No. 2
{
  "formula": "H4O2Sn",
  "method": "wB97M-V/def2-TZVPD",
  "spin_multiplicity": 1,
  "charge": 2,
  "homo_lumo_gap_ev": 8.1,
  "e_homo_ev": -20.988,
  "lumo_energy_ev": -12.866,
  "elements": ["H", "H", "H", "Sn", "O", "H", "O"],
  "xyz": [[2.966, 0.052, -0.175], [-2.360, 0.193, -1.475], [-2.899, -0.090, -0.089], [-0.152, -1.292, 1.325], [2.292, 0.226, 0.482], [2.305, 1.177, 0.593], [-2.152, -0.266, -0.661]],
  "forces_ev_per_a": [[0.381, -0.392, -0.446], [0.241, 0.270, -0.699], [-0.624, 0.123, 0.086], [0.436, 0.971, -1.292], [-1.383, -0.781, 0.663], [-0.027, 0.592, 0.162], [0.976, -0.782, 1.526]],
  "lowdin_charge": [0.0805, 0.0861, 0.0576, 1.9063, -0.1005, 0.0731, -0.1031]
}


No. 3
{
  "formula": "H4O3SSi",
  "method": "wB97M-V/def2-TZVPD",
  "spin_multiplicity": 1,
  "homo_lumo_gap_ev": 10.1,
  "smiles": "O[Si](O)(O)S",
  "e_homo_ev": -9.908,
  "lumo_energy_ev": 0.216,
  "elements": ["O", "H", "Si", "S", "O", "H", "O", "H", "H"],
  "xyz": [[0.405, -1.106, -1.191], [1.023, -1.826, -1.084], [-0.027, -0.172, 0.053], [1.423, -0.036, 1.596], [-1.432, -0.573, 0.725], [-0.115, 1.561, -1.621], [-0.098, 1.629, -0.672], [-2.242, -0.654, 0.224], [1.061, 1.178, 1.970]],
  "forces_ev_per_a": [[-0.085, -0.117, -0.267], [0.181, -0.199, 0.014], [0.417, 4.645, -1.172], [0.204, -0.789, -0.240], [-0.245, -0.117, 0.297], [0.044, -0.076, -0.683], [-0.099, -3.908, 2.237], [-0.153, 0.040, -0.208], [-0.264, 0.521, 0.021]],
  "lowdin_charge": [-0.1167, 0.0636, 0.0193, 0.5399, -0.1203, -0.0151, -0.2494, 0.0700, -0.1914]
}


No. 4
{
  "formula": "H4O6PTl",
  "method": "wB97M-V/def2-TZVPD",
  "spin_multiplicity": 1,
  "homo_lumo_gap_ev": 5.8,
  "e_homo_ev": -10.143,
  "lumo_energy_ev": -4.310,
  "elements": ["P", "O", "H", "O", "H", "H", "O", "Tl", "O", "O", "H", "O"],
  "xyz": [[14.645, -2.733, -31.040], [14.982, -1.541, -30.093], [9.745, -1.460, -31.600], [15.745, -3.782, -30.820], [14.464, 0.051, -26.123], [10.923, -2.450, -31.601], [13.237, -3.207, -30.738], [12.453, -1.176, -29.052], [14.805, -2.011, -32.376], [10.525, -1.722, -31.098], [15.044, -1.213, -26.765], [14.340, -0.558, -26.861]],
  "forces_ev_per_a": [[0.071, -0.743, 0.966], [0.261, -0.271, -0.648], [0.090, 0.012, 0.090], [-0.633, 0.832, -0.063], [-0.040, -0.054, -0.099], [0.134, 0.133, 0.208], [-0.053, 0.360, -0.072], [0.137, -0.363, -0.370], [0.015, 0.244, 0.133], [-0.028, -0.166, -0.205], [-0.061, 0.128, -0.096], [0.107, -0.111, 0.155]],
  "lowdin_charge": [-0.0951, -0.2181, 0.0507, -0.1439, 0.0502, 0.0399, -0.4060, 1.0854, -0.0817, -0.1731, 0.0526, -0.1610]
}


The following largest force on an atom values (in hartree/bohr) correspond, in order, to the records above: 0.03308, 0.03838, 0.09351, 0.02374.